1.
{
  "formula": "C4H8N2",
  "method": "ωB97M-V/def2-TZVPD",
  "species": ["C", "N", "C", "C", "C", "N", "H", "H", "H", "H", "H", "H", "H", "H"],
  "xyz": [[-0.288, 1.314, 0.526], [-0.382, 0.071, -0.231], [-1.444, -0.860, 0.114], [0.676, -0.311, -0.946], [2.045, -0.078, -0.406], [2.852, 0.663, 0.088], [-1.177, 1.422, 1.151], [-0.224, 2.165, -0.156], [0.616, 1.316, 1.149], [-1.281, -1.256, 1.127], [-1.437, -1.696, -0.588], [-2.419, -0.368, 0.077], [0.547, -1.123, -1.656], [1.916, -1.258, -0.249]],
  "lowdin_charge": [-0.037, -0.237, -0.047, -0.090, -0.455, 0.066, 0.088, 0.099, 0.084, 0.099, 0.088, 0.089, 0.109, 0.145],
  "e_above_lowest_kj_mol": 385.45,
  "charge": 0,
  "largest_force_ev_per_a": 0.8,
  "e_tot_ev": -7253.881,
  "lumo_energy_ev": [0.3, 0.3]
}



2.
{
  "formula": "C6H24BaO6",
  "method": "ωB97M-V/def2-TZVPD",
  "species": ["Ba", "C", "O", "H", "H", "H", "H", "C", "O", "H", "H", "H", "H", "C", "O", "H", "H", "H", "H", "C", "O", "H", "H", "H", "H", "C", "O", "H", "H", "H", "H", "C", "O", "H", "H", "H", "H"],
  "xyz": [[-11.541, -16.619, -5.666], [-15.062, -15.205, -5.935], [-13.752, -14.774, -5.850], [-15.328, -15.485, -4.916], [-15.548, -14.265, -6.195], [-15.319, -16.103, -6.498], [-13.561, -14.022, -6.415], [-8.933, -16.103, -3.096], [-9.762, -17.063, -3.744], [-8.524, -16.338, -2.113], [-8.043, -16.029, -3.720], [-9.320, -15.093, -3.230], [-9.505, -17.929, -3.419], [-13.742, -18.570, -7.846], [-13.171, -17.366, -7.837], [-14.472, -18.722, -7.051], [-14.185, -18.811, -8.813], [-12.858, -19.169, -7.626], [-13.382, -16.889, -8.643], [-10.414, -13.359, -5.534], [-9.713, -14.568, -5.912], [-10.201, -12.545, -6.227], [-11.457, -13.603, -5.329], [-9.968, -13.021, -4.599], [-8.782, -14.377, -6.048], [-9.883, -20.002, -6.465], [-9.871, -18.622, -6.646], [-9.789, -20.562, -7.395], [-9.017, -20.070, -5.806], [-10.730, -20.465, -5.957], [-9.641, -18.420, -7.556], [-11.956, -14.561, -2.335], [-12.451, -15.347, -3.387], [-12.719, -14.364, -1.581], [-10.982, -15.007, -2.137], [-11.728, -13.538, -2.637], [-13.389, -15.155, -3.319]],
  "lowdin_charge": [2.144, -0.128, -0.257, 0.092, 0.116, 0.086, 0.098, -0.119, -0.298, 0.117, 0.092, 0.066, 0.102, -0.179, -0.260, 0.097, 0.119, 0.081, 0.117, -0.101, -0.279, 0.107, 0.050, 0.092, 0.106, -0.135, -0.278, 0.108, 0.099, 0.091, 0.097, -0.112, -0.278, 0.114, 0.069, 0.087, 0.079],
  "e_above_lowest_kj_mol": 174.84,
  "charge": 2,
  "largest_force_ev_per_a": 5.2,
  "e_tot_ev": -19574.974,
  "lumo_energy_ev": -6.0
}



3.
{
  "formula": "C11H15N",
  "method": "ωB97M-V/def2-TZVPD",
  "species": ["C", "C", "C", "C", "C", "C", "C", "C", "C", "N", "H", "H", "H", "H", "H", "H", "H", "H", "H", "C", "C", "H", "H", "H", "H", "H", "H"],
  "xyz": [[-2.467, 0.843, -1.273], [-0.309, -1.413, 0.726], [-0.685, -0.822, -0.486], [-1.815, 0.010, -0.208], [-2.182, -0.183, 1.092], [0.852, -2.201, 0.797], [1.629, -2.323, -0.415], [1.281, -1.686, -1.584], [0.140, -0.852, -1.656], [-1.197, -1.004, 1.714], [1.051, -2.903, 1.589], [2.460, -3.019, -0.384], [-1.544, -1.718, 2.340], [1.927, -1.694, -2.464], [-2.986, 0.175, 1.722], [-0.165, -0.244, -2.492], [-1.901, 1.731, -1.562], [-3.466, 1.208, -1.001], [-2.633, 0.121, -2.075], [2.497, 3.743, 1.201], [1.608, 3.533, -0.036], [2.658, 2.884, 1.861], [3.488, 4.181, 1.020], [2.079, 4.522, 1.854], [2.243, 3.401, -0.909], [1.069, 4.455, -0.215], [0.961, 2.693, 0.200]],
  "mulliken_spin": [0.005, -0.141, -0.037, -0.051, 0.244, 0.397, 0.032, -0.035, 0.384, -0.016, 0.078, 0.002, -0.001, 0.008, 0.015, 0.084, -0.012, 0.012, 0.003, 0.002, 0.072, -0.006, -0.003, -0.001, -0.017, -0.005, -0.015],
  "e_above_lowest_kj_mol": 52.57,
  "charge": -1,
  "s_squared": 0.77,
  "largest_force_ev_per_a": 1.5,
  "e_tot_ev": -13139.019,
  "multiplicity": 2,
  "lumo_energy_ev": [3.6, 3.6]
}



4.
{
  "formula": "C5H9BrN4",
  "method": "ωB97M-V/def2-TZVPD",
  "species": ["C", "C", "C", "C", "C", "N", "N", "N", "N", "Br", "H", "H", "H", "H", "H", "H", "H", "H", "H"],
  "xyz": [[3.512, 0.527, 0.055], [0.064, -0.066, -1.304], [-0.716, 0.595, 0.941], [-0.586, -1.860, 0.267], [-0.393, -0.419, -0.113], [3.005, 1.218, 1.092], [3.804, 1.319, -0.966], [2.978, 2.443, 0.727], [3.452, 2.496, -0.494], [3.721, -1.303, 0.039], [0.313, -0.793, -2.059], [3.548, 3.347, -1.029], [0.196, 0.966, -1.579], [-1.730, 0.449, 1.310], [-0.032, 0.488, 1.783], [-0.627, 1.608, 0.553], [0.366, -2.389, 0.260], [-1.241, -2.353, -0.451], [-1.024, -1.946, 1.257]],
  "lowdin_charge": [-0.918, 0.008, -0.080, -0.069, -0.436, 0.003, 0.058, 0.006, -0.054, 0.768, 0.060, 0.159, 0.052, 0.077, 0.078, 0.071, 0.066, 0.080, 0.071],
  "e_above_lowest_kj_mol": 0.00,
  "smiles": "Brc1nn[nH]n1.C=C(C)C",
  "charge": 0,
  "largest_force_ev_per_a": 1.5,
  "e_tot_ev": -81331.828,
  "lumo_energy_ev": 0.8
}